No. 1
{"formula": "C9H15N6S3Sc", "method": "ωB97M-V/def2-TZVPD", "de_lowest_kcal_mol": 18.96, "gap_ev": 7.5, "fmax_ev_per_a": 0.3, "total_charge": 2, "total_energy_ev": -71709.7301, "homo_ev": -14.0, "species": ["Sc", "S", "C", "C", "N", "C", "S", "C", "N", "S", "C", "N", "C", "C", "N", "H", "H", "H", "H", "H", "H", "N", "C", "C", "N", "H", "H", "H", "H", "H", "H", "H", "H", "H"], "positions_angstrom": [[1.0065, 0.6583, 0.3009], [0.7628, -0.8378, 2.0942], [2.2939, -0.3824, 2.8647], [2.8632, -1.4058, 3.6911], [3.2809, -2.2688, 4.3257], [2.9179, 0.8064, 2.6892], [2.3288, 2.1185, 1.6625], [4.1553, 1.0661, 3.3646], [5.1532, 1.2722, 3.8966], [0.0002, -0.5715, -1.6972], [0.3374, -2.2718, -1.6568], [0.8526, -2.9736, -0.6651], [0.9342, -4.4100, -0.9901], [0.5335, -4.4331, -2.4801], [0.0833, -3.0473, -2.6975], [1.0265, -2.5906, 0.2544], [0.2407, -4.9717, -0.3686], [1.9403, -4.7818, -0.8218], [-0.2718, -5.1329, -2.6816], [1.3738, -4.6606, -3.1319], [-0.2148, -2.6796, -3.5857], [-3.6908, 4.0429, -1.1135], [-2.8521, 3.4402, -0.0107], [-1.6661, 2.6584, -0.5793], [-0.8124, 2.1187, 0.4941], [-4.4952, 4.5425, -0.7235], [-4.0573, 3.3307, -1.7503], [-3.1608, 4.7162, -1.6733], [-3.5121, 2.8002, 0.5723], [-2.5201, 4.2652, 0.6173], [-1.0540, 3.3095, -1.2060], [-2.0105, 1.8277, -1.1975], [-1.3712, 1.5781, 1.1559], [-0.3960, 2.8677, 1.0472]], "forces_ev_per_a": [[0.11, -0.08, -0.05], [-0.16, -0.06, 0.19], [0.10, 0.00, -0.03], [0.00, -0.04, -0.01], [-0.04, 0.09, -0.07], [-0.07, -0.04, -0.03], [0.07, 0.13, 0.01], [0.07, -0.05, 0.01], [-0.10, 0.02, -0.06], [0.02, 0.02, -0.06], [0.03, -0.04, -0.03], [0.08, -0.05, 0.04], [-0.04, 0.07, 0.00], [-0.02, 0.08, 0.03], [0.03, -0.02, -0.01], [-0.04, -0.01, 0.00], [-0.03, 0.00, 0.03], [0.04, 0.00, 0.00], [-0.03, -0.01, -0.01], [0.03, 0.02, -0.03], [-0.01, 0.00, -0.01], [0.03, -0.02, 0.06], [0.05, -0.02, -0.02], [0.01, 0.03, -0.02], [-0.05, -0.07, 0.05], [-0.03, 0.02, 0.01], [-0.01, -0.02, -0.02], [0.01, 0.02, -0.02], [-0.03, 0.00, 0.00], [-0.02, 0.03, 0.01], [0.02, -0.01, -0.01], [-0.02, -0.02, 0.00], [-0.03, 0.00, 0.02], [0.00, 0.04, 0.03]], "lowdin_charge": [0.487, 0.653, -0.668, -0.253, 0.220, -0.688, 0.631, -0.247, 0.228, 0.612, -0.770, 0.049, -0.075, -0.078, 0.049, 0.061, 0.132, 0.131, 0.129, 0.131, 0.153, 0.212, -0.114, -0.218, -0.054, 0.186, 0.182, 0.183, 0.146, 0.147, 0.139, 0.113, 0.107, 0.083]}

***

No. 2
{"formula": "C9H15NO2", "method": "ωB97M-V/def2-TZVPD", "de_lowest_kcal_mol": 16.69, "gap_ev": 10.1, "fmax_ev_per_a": 1.5, "total_energy_ev": -15160.9001, "homo_ev": -9.3, "species": ["C", "C", "O", "C", "C", "C", "H", "H", "H", "H", "H", "H", "H", "H", "H", "H", "C", "C", "N", "C", "C", "O", "H", "H", "H", "H", "H"], "positions_angstrom": [[3.1273, -2.8622, -1.7148], [2.3660, -1.5619, -1.8499], [2.0186, -1.1860, -2.9611], [1.8835, -0.8256, -0.6100], [3.0352, -0.3780, 0.2909], [1.0439, 0.3567, -1.0975], [2.4316, -3.6913, -1.4805], [3.8693, -2.8141, -0.9014], [3.6620, -3.0784, -2.6788], [1.2919, -1.5284, -0.0229], [3.7171, -1.1988, 0.4696], [2.6286, -0.0372, 1.2496], [3.5925, 0.4516, -0.1685], [1.6983, 0.9912, -1.6959], [0.6232, 0.9391, -0.2834], [0.2444, 0.0284, -1.7367], [-2.6886, 3.2072, 1.7160], [-2.5077, 1.7529, 1.3955], [-1.7358, 1.2631, 0.5038], [-1.8375, -0.1192, 0.6786], [-2.7193, -0.3656, 1.6627], [-3.1786, 0.8308, 2.1241], [-2.4641, 3.7986, 0.8191], [-1.9708, 3.4900, 2.4840], [-3.6944, 3.4359, 2.0790], [-1.2979, -0.7850, 0.0324], [-3.1177, -1.2276, 2.1743]], "forces_ev_per_a": [[0.87, -0.24, -0.31], [-0.85, -0.38, -1.14], [0.64, -0.29, 0.86], [0.11, 0.56, -0.39], [-0.15, 0.35, -0.09], [0.50, 0.02, 0.51], [0.25, 0.44, -0.16], [-0.27, -0.11, -0.27], [-0.63, 0.14, 0.93], [-0.21, -0.22, -0.04], [0.24, -0.09, 0.22], [0.19, -0.01, -0.16], [-0.13, -0.22, 0.13], [-0.13, 0.12, -0.01], [0.05, 0.01, 0.11], [-0.36, -0.09, -0.26], [-0.04, -0.21, -0.27], [-0.60, 1.01, 0.22], [0.37, -0.56, -0.08], [-0.17, 0.20, -0.24], [-0.07, -0.30, 0.12], [0.22, 0.37, 0.23], [-0.13, -0.22, 0.27], [0.00, 0.06, 0.11], [0.16, -0.12, -0.11], [0.04, -0.20, 0.08], [0.12, -0.02, -0.27]], "lowdin_charge": [-0.017, -0.418, 0.065, -0.364, -0.062, -0.086, 0.094, 0.067, 0.099, 0.137, 0.058, 0.084, 0.092, 0.088, 0.057, 0.072, 0.008, -0.418, 0.127, -0.111, -0.096, 0.056, 0.088, 0.081, 0.084, 0.093, 0.119]}

***

No. 3
{"formula": "C9H15NO2Si", "method": "ωB97M-V/def2-TZVPD", "de_lowest_kcal_mol": 54.72, "gap_ev": 6.6, "fmax_ev_per_a": 5.6, "total_energy_ev": -23035.3096, "homo_ev": -6.6, "species": ["C", "C", "C", "C", "C", "C", "C", "C", "C", "N", "O", "O", "Si", "H", "H", "H", "H", "H", "H", "H", "H", "H", "H", "H", "H", "H", "H", "H"], "positions_angstrom": [[1.0158, 1.8131, -0.1111], [-0.4086, 1.6591, -0.2513], [1.6296, 0.9966, 0.8529], [-0.5969, 0.5982, 0.8593], [1.8435, 2.9032, -0.7646], [-0.0092, -2.0468, -1.0384], [-0.9831, 0.3813, -1.4687], [0.7357, -0.9397, 2.1622], [-1.3802, -1.1857, -1.1113], [0.5629, 0.1834, 1.3399], [2.7179, 0.8264, 1.3442], [-1.7184, -0.1568, 1.0606], [-2.3919, -1.6952, 0.4849], [2.3370, 3.5776, 0.0215], [1.1626, 3.4672, -1.3605], [2.7183, 2.5070, -1.3041], [0.7360, -1.4394, -0.6874], [-0.0812, -2.9695, -0.4628], [0.1847, -2.3028, -2.0558], [-1.6344, 0.9371, -2.1236], [-0.1218, 0.1968, -2.0082], [-0.9317, 2.5413, -0.4233], [1.7888, -1.2811, 1.9610], [0.5248, -0.7762, 3.1998], [0.0159, -1.7050, 2.0144], [-1.7953, -1.5374, -2.0624], [-3.8187, -1.6364, 0.6567], [-2.1022, -2.9159, 1.2760]], "forces_ev_per_a": [[2.57, 0.97, -0.39], [1.17, -5.37, 1.06], [-1.46, 0.95, -1.39], [-2.29, -1.70, -0.33], [0.82, -0.12, 1.94], [-3.02, -0.19, -0.60], [-0.67, -0.53, 2.24], [1.74, -1.16, 0.39], [0.42, -0.65, -0.85], [-3.45, 0.84, -0.50], [2.08, 0.08, 0.32], [0.53, 0.89, 1.56], [2.21, 3.04, -1.01], [-0.86, -0.65, -0.95], [0.01, 0.74, -0.83], [-0.55, 0.10, -0.29], [2.06, 1.28, 1.01], [-0.04, 0.09, 0.09], [0.53, -0.32, -0.64], [-0.81, -0.19, 0.10], [2.02, 0.06, -1.09], [-1.53, 1.05, 0.03], [-1.08, 0.14, 0.65], [0.63, 0.82, 0.82], [-0.53, -0.88, -1.12], [-0.44, 0.11, 0.24], [-0.70, 0.45, -0.24], [0.63, 0.14, -0.24]], "lowdin_charge": [-0.251, -0.040, -0.479, -0.223, -0.063, -0.095, -0.005, -0.011, -0.347, 0.005, 0.042, -0.205, 0.770, 0.096, 0.049, 0.073, 0.030, 0.061, 0.065, 0.083, 0.057, 0.119, 0.132, 0.101, 0.047, 0.076, -0.058, -0.030]}

***

No. 4
{"formula": "C9H15NOSSi", "method": "ωB97M-V/def2-TZVPD", "gap_ev": [6.8, 8.7], "fmax_ev_per_a": 3.2, "total_energy_ev": -31823.2569, "homo_ev": [-8.3, -8.7], "species": ["C", "C", "C", "C", "C", "C", "C", "C", "C", "N", "O", "Si", "S", "H", "H", "H", "H", "H", "H", "H", "H", "H", "H", "H", "H", "H", "H", "H"], "positions_angstrom": [[2.9802, 0.1043, 1.5212], [2.7783, 1.0786, -0.7147], [3.4807, 1.3207, 1.9368], [3.3925, 2.2185, -0.1843], [2.4850, 0.0593, 0.1519], [-3.6961, 0.3182, 0.2688], [-2.0241, -2.3726, 0.3152], [-1.7416, -0.2744, -2.0303], [-0.7685, 0.3886, 0.7762], [3.4819, 2.3788, 1.0890], [1.2159, -1.5851, -1.7319], [-2.0708, -0.5354, -0.2170], [1.6844, -1.5215, -0.3323], [2.9284, -0.7499, 2.1286], [2.3838, 1.0235, -1.7235], [3.7087, 1.5640, 2.9646], [3.6377, 3.1006, -0.8177], [-3.6421, 1.3807, -0.2561], [-4.3924, -0.2572, -0.3361], [-4.2281, 0.3623, 1.2018], [-1.5766, -3.0778, -0.3708], [-1.5418, -2.5816, 1.2440], [-3.1291, -2.6904, 0.3261], [-2.2820, -1.0334, -2.6824], [-1.7633, 0.7955, -2.5384], [-0.7122, -0.6982, -2.1787], [-0.4616, 0.0756, 1.7215], [-0.1273, 1.2084, 0.4686]], "forces_ev_per_a": [[-0.41, 1.02, -2.47], [-0.50, -0.26, -0.39], [-1.54, 0.35, -0.93], [-1.26, 0.56, -1.55], [0.75, -1.27, 1.12], [0.08, 1.26, -2.37], [-2.19, 0.10, -1.15], [0.54, -0.11, -2.14], [0.14, -0.03, -1.66], [2.29, 0.38, 2.14], [0.37, 0.50, -0.33], [0.47, 0.83, 1.45], [0.21, 0.61, 1.26], [-0.13, -0.94, 0.86], [0.40, 0.05, -0.13], [0.15, -0.25, 0.08], [-0.30, -0.74, 0.38], [-0.22, -2.02, 1.26], [-0.46, 0.02, -0.53], [0.58, 0.17, 0.78], [0.30, 0.10, -0.60], [0.01, 0.19, 0.93], [1.48, 0.29, 0.40], [0.00, 1.17, 0.70], [-0.15, -2.24, 1.30], [-0.53, 0.76, 0.23], [0.21, -0.66, 1.71], [-0.27, 0.15, -0.36]], "lowdin_charge": [-0.070, -0.077, -0.120, -0.163, -0.440, -0.205, -0.183, -0.208, -0.057, 0.047, -0.557, 0.407, 0.953, 0.081, 0.111, 0.106, 0.124, 0.075, 0.004, 0.011, 0.014, 0.008, 0.052, 0.046, 0.080, -0.008, -0.030, -0.001]}